{
  "formula": "C42H33N4O6PSTi",
  "method": "ωB97M-V/def2-TZVPD",
  "species": ["Ti", "S", "P", "O", "O", "O", "O", "O", "O", "N", "N", "N", "N", "C", "C", "C", "C", "C", "C", "C", "C", "C", "C", "C", "C", "C", "C", "C", "C", "C", "C", "C", "C", "C", "C", "C", "C", "C", "C", "C", "C", "C", "C", "C", "C", "C", "C", "C", "C", "C", "C", "C", "C", "C", "C", "H", "H", "H", "H", "H", "H", "H", "H", "H", "H", "H", "H", "H", "H", "H", "H", "H", "H", "H", "H", "H", "H", "H", "H", "H", "H", "H", "H", "H", "H", "H", "H", "H"],
  "xyz": [[0.348, -0.286, -0.086], [3.581, 0.471, -0.634], [0.764, 2.614, -0.145], [1.140, -3.980, -2.064], [-3.208, 0.239, -2.326], [-0.253, -1.769, 3.821], [4.142, -0.264, 0.465], [4.258, 0.406, -1.899], [2.122, 0.175, -0.811], [-1.090, 0.206, -1.613], [0.410, -2.249, -0.605], [0.670, -0.801, 2.028], [-1.558, -0.418, 0.789], [-1.189, 5.341, -3.798], [0.793, -3.103, -1.350], [-0.951, 0.530, -3.030], [3.442, 2.109, 3.574], [0.693, 4.144, 2.344], [0.026, 3.770, -1.455], [-1.164, 3.907, 3.865], [2.180, 3.824, -2.971], [-0.089, 1.762, -3.132], [-2.342, 0.045, -1.325], [2.268, 2.574, -3.431], [2.531, 3.087, -0.093], [0.919, 4.510, -2.535], [-1.759, 3.009, 2.991], [2.793, -0.181, 3.236], [-0.214, 4.234, -3.576], [-0.401, -1.166, 2.646], [4.998, 0.350, 4.055], [-1.690, -0.981, 2.024], [-2.421, 0.602, -3.493], [5.157, 4.034, 0.213], [4.053, -0.584, 3.671], [1.168, -2.014, 3.977], [-1.695, 5.687, -1.407], [4.094, 4.928, 0.230], [-1.122, 2.675, 1.805], [2.486, 1.169, 3.200], [0.115, 3.236, 1.462], [-0.922, 4.766, -0.819], [4.912, 2.691, 0.000], [-2.686, -0.342, 0.000], [-1.839, 5.982, -2.827], [0.061, 4.467, 3.538], [1.829, -1.256, 2.801], [-4.050, -1.224, 1.752], [2.804, 4.451, 0.079], [3.617, 2.212, -0.171], [4.696, 1.705, 3.998], [1.192, 1.593, -3.488], [-0.683, 3.060, -2.667], [-3.933, -0.721, 0.469], [-2.892, -1.382, 2.535], [-0.436, -0.291, -3.530], [1.316, -3.091, 3.914], [4.308, -1.639, 3.673], [1.503, 1.491, 2.879], [-0.992, 4.738, 0.259], [1.503, 0.595, -3.781], [-1.647, 4.164, 4.800], [0.537, 5.161, 4.221], [1.473, -1.647, 4.951], [6.174, 4.381, 0.345], [-2.297, 6.294, -0.739], [1.977, 5.155, 0.086], [-1.357, 5.640, -4.827], [3.090, 4.412, -2.923], [4.265, 5.989, 0.362], [5.979, 0.023, 4.378], [-2.642, -0.119, -4.274], [-2.933, -1.836, 3.516], [-2.734, 1.594, -3.810], [3.198, 3.162, 3.529], [1.105, 5.557, -2.306], [-5.013, -1.533, 2.134], [-1.580, 1.957, 1.142], [-2.520, 6.781, -3.091], [-1.761, 2.979, -2.524], [-4.791, -0.642, -0.186], [3.245, 2.203, -3.716], [2.393, -1.947, 2.172], [0.177, 3.890, -4.530], [1.659, 4.580, 2.134], [5.440, 2.439, 4.281], [5.735, 1.989, -0.055], [-2.713, 2.555, 3.231]],
  "forces_ev_per_angstrom": [[-0.124, -0.110, -0.497], [0.141, 0.335, 0.158], [-0.032, -0.304, 0.068], [-0.010, 0.109, 0.050], [-0.220, 0.029, 0.059], [-0.206, -0.103, 0.106], [-0.055, -0.025, -0.033], [-0.025, 0.010, -0.001], [0.047, -0.286, -0.030], [0.057, -0.204, 0.375], [0.262, 0.251, -0.039], [-0.171, 0.182, -0.104], [0.130, -0.065, -0.185], [-0.023, 0.036, 0.055], [-0.116, -0.058, 0.091], [0.024, 0.017, 0.066], [-0.092, -0.011, -0.007], [0.084, -0.097, 0.140], [-0.030, 0.090, 0.061], [-0.016, 0.011, 0.023], [0.023, -0.029, 0.028], [0.111, -0.033, -0.032], [0.303, 0.120, -0.409], [0.157, 0.098, 0.012], [-0.016, 0.160, 0.045], [-0.003, -0.108, -0.013], [-0.038, -0.044, -0.042], [0.035, 0.053, -0.032], [0.057, -0.035, 0.041], [0.626, 0.094, 0.056], [0.012, -0.016, 0.014], [-0.311, 0.058, 0.092], [0.012, -0.017, 0.029], [-0.048, 0.008, 0.004], [0.006, 0.006, -0.032], [-0.020, -0.017, -0.069], [0.016, -0.043, 0.106], [-0.035, -0.030, -0.009], [0.137, 0.123, 0.125], [-0.003, -0.027, 0.063], [-0.173, -0.087, -0.045], [-0.009, 0.055, -0.037], [0.154, -0.086, -0.014], [-0.169, -0.056, 0.149], [0.010, -0.012, -0.138], [0.066, 0.042, 0.015], [0.058, -0.108, 0.000], [-0.246, -0.040, 0.040], [0.040, 0.035, -0.039], [-0.073, -0.123, -0.067], [0.015, 0.012, 0.005], [-0.165, -0.017, 0.027], [-0.092, 0.103, -0.048], [-0.035, 0.074, -0.024], [0.110, -0.005, 0.129], [0.019, -0.044, -0.015], [0.013, -0.013, 0.045], [-0.006, 0.032, -0.011], [0.002, -0.001, -0.032], [0.007, 0.042, -0.070], [-0.025, 0.002, 0.008], [0.008, -0.011, -0.023], [-0.010, -0.013, -0.024], [-0.007, 0.037, 0.040], [-0.019, 0.011, -0.009], [0.015, -0.001, -0.006], [0.057, -0.034, -0.017], [-0.009, -0.008, 0.021], [-0.021, -0.001, 0.008], [0.011, -0.004, 0.000], [-0.021, 0.008, -0.009], [-0.023, -0.001, -0.034], [0.016, 0.024, -0.021], [-0.014, 0.028, -0.018], [-0.008, 0.053, -0.005], [-0.033, 0.006, 0.021], [0.027, 0.007, -0.015], [-0.063, -0.035, -0.062], [-0.001, -0.012, -0.001], [-0.012, -0.008, -0.024], [0.023, 0.007, 0.003], [-0.023, 0.027, 0.009], [-0.004, -0.054, -0.037], [0.020, 0.000, -0.019], [-0.040, -0.001, 0.008], [-0.017, -0.006, -0.006], [-0.023, 0.030, 0.004], [0.025, 0.019, 0.003]],
  "mulliken_charge": [-0.321, 1.203, 1.402, -0.664, -0.568, -0.517, -0.670, -0.716, -0.313, 0.952, -0.238, 0.904, 1.126, -1.310, 0.822, -0.704, -0.497, -0.433, 2.286, -0.868, -1.213, 0.057, 0.202, -0.751, 0.693, 0.004, -0.682, -0.422, 0.029, 0.184, -0.784, -0.330, -0.773, -0.978, -0.441, -0.424, -0.939, -1.017, -0.411, 0.976, 0.045, -1.277, -0.729, -0.540, -0.878, -0.636, -0.635, -1.036, -1.366, 0.609, -0.673, -0.985, -0.100, -0.513, -0.544, 0.832, 0.311, 0.414, 0.221, 0.451, 0.334, 0.337, 0.438, 0.385, 0.444, 0.475, 0.538, 0.429, 0.487, 0.475, 0.398, 0.338, 0.619, 0.391, 0.281, 0.661, 0.446, 0.349, 0.388, 0.639, 0.608, 0.393, 0.519, 0.796, 0.552, 0.439, 0.523, 0.486],
  "orbital_gap_ev": [5.918, 7.603],
  "spin_multiplicity": 3,
  "energy_ev": -105575.9296,
  "fmax_ev_per_a": 0.64,
  "de_lowest_kcal_mol": 80.6,
  "e_lumo_ev": [-0.2678, -0.4795]
}